Entry 1:
C5H6N2O4 | ωB97M-V/def2-TZVPD

Summary:
energy relative to the best compared isomer or geometry (same formula, charge and spin) = 661.6 kJ/mol
HOMO = -10.220 eV
total charge = 0
strongest force on any atom = 4.6 eV/A
gap between HOMO and LUMO = 10.14 eV
calculated total energy = -604.3711 Ha
SMILES = C#CCO[C@@H](C(N)=O)[N+](=O)[O-]

Geometry as XYZ:
```
17
C5H6N2O4, DFT ωB97M-V/def2-TZVPD
C -1.078 0.483 2.327
C -0.486 0.126 3.312
C 0.290 -1.135 -1.609
C -1.724 0.479 1.083
C 0.138 -0.076 -0.524
N 1.574 -1.660 -1.539
N 0.766 1.243 -1.165
O -0.489 -1.393 -2.468
O 1.854 1.569 -0.814
O 0.147 1.783 -2.072
O -1.207 0.302 -0.228
H 0.784 0.099 0.349
H 0.073 0.282 4.152
H -2.527 -0.308 1.335
H -2.370 1.422 1.149
H 2.267 -1.134 -0.925
H 1.990 -2.080 -2.364
```

Löwdin atomic charge list, values in e, 4 entries: atom 1 (C): -0.145, atom 2 (C): 0.147, atom 3 (C): -0.485, atom 4 (C): -0.234

=====

Entry 2:
C27H34N5O2Pd | ωB97M-V/def2-TZVPD

Summary:
energy relative to the best compared isomer or geometry (same formula, charge and spin) = 18.6 kJ/mol
HOMO = -15.257 eV
total charge = +3
strongest force on any atom = 1.1 eV/A
gap between HOMO and LUMO = 5.78 eV
calculated total energy = -1600.4873 Ha

Geometry as XYZ:
```
69
C27H34N5O2Pd, DFT ωB97M-V/def2-TZVPD
Pd 0.708 -1.265 1.974
C -1.079 3.214 1.215
C -1.115 3.605 2.545
C -0.829 2.678 3.517
C -0.486 1.364 3.182
N -0.509 0.965 1.885
C -0.793 1.887 0.983
C -0.168 0.392 4.300
C -0.345 0.735 5.634
C -0.196 -0.236 6.619
C 0.108 -1.534 6.231
C 0.323 -1.787 4.888
N 0.237 -0.834 3.958
H -1.262 3.915 0.412
H -1.354 4.626 2.811
H -0.856 2.991 4.545
H 0.173 1.113 -0.723
H -0.625 1.732 5.924
H -0.340 0.018 7.660
H 0.202 -2.339 6.946
H 0.607 -2.775 4.553
C -0.369 -1.816 -0.739
N 0.879 -2.008 0.017
C 2.017 -1.422 -0.731
C 1.146 -3.456 0.203
C 2.182 -3.572 1.282
C 3.177 -4.534 1.335
C 4.119 -4.489 2.355
C 4.081 -3.475 3.299
C 3.086 -2.505 3.258
C 2.130 -2.581 2.262
H -0.310 -2.308 -1.715
H -0.534 -0.746 -0.893
H -1.210 -2.229 -0.187
H 2.085 -1.879 -1.723
H 2.943 -1.597 -0.192
H 1.874 -0.346 -0.838
H 1.467 -3.900 -0.745
H 0.204 -3.923 0.495
H 3.228 -5.311 0.581
H 4.897 -5.239 2.401
H 4.834 -3.432 4.074
H 3.078 -1.714 3.997
C -4.065 0.803 -1.249
C -3.091 1.939 -0.881
C -1.699 1.581 -1.239
N -0.731 1.445 -0.395
H -5.067 1.098 -0.946
H -3.813 -0.117 -0.721
H -4.083 0.607 -2.320
H -3.143 2.154 0.182
H -3.351 2.855 -1.419
O -1.533 1.370 -2.566
C -0.326 1.076 -3.194
O 0.687 0.872 -2.607
C -0.452 0.982 -4.710
N -1.693 1.648 -5.280
C -1.229 2.627 -6.369
C 0.171 2.988 -5.915
C 0.733 1.648 -5.441
H -0.510 -0.087 -4.925
H -2.202 2.154 -4.554
H -2.344 0.959 -5.661
H -1.945 3.442 -6.426
H -1.227 2.074 -7.306
H 0.142 3.723 -5.106
H 0.752 3.417 -6.728
H 1.597 1.734 -4.788
H 1.019 1.027 -6.289
```

Löwdin atomic charge list, values in e, 4 entries: atom 1 (Pd): 0.903, atom 2 (C): 0.017, atom 3 (C): 0.016, atom 4 (C): 0.034

=====

Entry 3:
C58H49ClMgN4P4Se2 | ωB97M-V/def2-TZVPD

Summary:
energy relative to the best compared isomer or geometry (same formula, charge and spin) = 685.6 kJ/mol
HOMO (spin up / spin down) = -4.999 / -4.443 eV
total charge = 0
strongest force on any atom = 3.8 eV/A
gap between HOMO and LUMO (spin up / spin down) = 4.87 / 4.31 eV
calculated total energy = -9286.9209 Ha

Geometry as XYZ:
```
119
C58H49ClMgN4P4Se2, DFT ωB97M-V/def2-TZVPD
Mg -1.072 1.709 0.807
C -3.330 -2.482 2.803
N -2.176 -1.703 2.350
P -2.345 0.097 2.376
C -4.157 0.371 2.369
C -5.144 0.111 3.384
C -6.504 0.264 3.041
C -6.947 0.492 1.736
C -5.920 0.640 0.713
C -4.587 0.792 1.073
C -1.936 0.352 4.200
C -2.580 1.346 4.955
C -2.299 1.409 6.322
C -1.320 0.629 6.915
C -0.632 -0.315 6.106
C -0.827 -0.329 4.732
P -0.928 -2.448 1.472
C -0.045 -3.455 2.573
C 0.973 -4.263 2.005
C 1.793 -4.962 2.893
C 1.649 -4.790 4.280
C 0.611 -4.025 4.772
C -0.235 -3.339 3.915
C -1.685 -3.466 0.144
C -1.975 -2.846 -1.068
C -2.808 -3.481 -2.034
C -3.311 -4.774 -1.741
C -2.955 -5.374 -0.533
C -2.026 -4.831 0.312
H -3.416 -2.563 3.919
H -3.248 -3.513 2.410
H -4.306 -2.237 2.365
H -4.880 -0.071 4.422
H -7.276 0.121 3.753
H -8.001 0.643 1.483
H -6.130 0.475 -0.316
H -3.857 0.961 0.307
H -3.225 2.038 4.507
H -2.872 2.131 6.971
H -1.004 0.640 7.975
H 0.056 -0.973 6.576
H -0.146 -0.765 4.038
H 1.081 -4.384 0.952
H 2.588 -5.636 2.522
H 2.381 -5.243 4.947
H 0.562 -3.971 5.854
H -1.059 -2.625 4.165
H -1.865 -1.738 -1.130
H -3.091 -2.940 -2.998
H -4.031 -5.224 -2.467
H -3.546 -6.181 -0.083
H -1.601 -5.362 1.110
Se 4.008 -2.909 -0.474
P 3.191 -1.746 -2.078
C 4.484 -0.551 -2.436
C 4.735 -0.206 -3.803
C 5.768 0.619 -4.118
C 6.647 1.054 -3.173
C 6.474 0.614 -1.835
C 5.362 -0.161 -1.448
C 2.671 -2.722 -3.500
C 3.621 -3.385 -4.329
C 3.118 -4.157 -5.431
C 1.746 -4.276 -5.684
C 0.841 -3.783 -4.768
C 1.313 -2.971 -3.718
C 1.735 -1.059 -1.072
C 1.089 0.188 -0.860
N 0.200 0.000 0.166
N 0.288 -1.323 0.539
N 1.131 -2.016 -0.342
P 1.015 1.759 -1.802
Se -0.870 2.741 -1.469
C 1.050 1.480 -3.560
C 2.059 2.074 -4.326
C 2.080 1.832 -5.727
C 1.060 1.010 -6.263
C 0.179 0.290 -5.444
C 0.087 0.649 -4.106
C 2.308 2.752 -1.093
C 2.669 3.955 -1.683
C 3.586 4.811 -1.086
C 4.262 4.397 0.025
C 3.832 3.306 0.783
C 2.829 2.479 0.213
H 4.127 -0.616 -4.679
H 5.790 0.997 -5.142
H 7.432 1.809 -3.375
H 7.174 0.845 -1.029
H 5.176 -0.390 -0.368
H 4.702 -3.216 -4.309
H 3.879 -4.705 -6.000
H 1.369 -4.646 -6.658
H -0.215 -3.992 -4.716
H 0.632 -2.596 -2.957
H 2.709 2.735 -3.894
H 2.943 2.239 -6.289
H 0.820 0.922 -7.317
H -0.537 -0.433 -5.855
H -0.663 0.299 -3.445
H 2.135 4.304 -2.596
H 3.904 5.770 -1.547
H 5.152 4.927 0.340
H 4.402 3.044 1.640
H 2.594 1.458 0.577
Cl -2.066 9.349 0.768
C -2.085 7.657 1.018
C -2.980 6.753 0.434
C -2.914 5.398 0.602
C -1.977 4.841 1.490
C -2.026 3.483 1.905
C -1.009 5.748 2.059
C -0.983 7.082 1.737
H -3.810 7.086 -0.163
H -3.701 4.665 0.262
H -3.072 3.102 1.794
H -1.449 3.266 2.825
H -0.324 5.451 2.749
H -0.095 7.710 1.885
```

Löwdin atomic charge list, values in e, 4 entries: atom 1 (Mg): 0.354, atom 2 (C): -0.151, atom 3 (N): -0.438, atom 4 (P): 1.033

=====

Entry 4:
C4H6N2O | ωB97M-V/def2-TZVPD

Summary:
energy relative to the best compared isomer or geometry (same formula, charge and spin) = 222.5 kJ/mol
HOMO = -8.116 eV
total charge = 0
strongest force on any atom = 1.6 eV/A
gap between HOMO and LUMO = 8.97 eV
calculated total energy = -340.7102 Ha
SMILES = O=CN1C=CCN1

Geometry as XYZ:
```
13
C4H6N2O, DFT ωB97M-V/def2-TZVPD
C 1.685 0.444 0.016
C -1.723 -0.872 0.067
C -1.861 0.637 -0.033
C -0.674 1.197 -0.026
H 1.948 1.525 -0.023
H 0.121 -1.669 -0.736
H -2.146 -1.393 -0.768
H -2.236 -1.206 0.988
H -2.851 1.082 -0.068
H -0.404 2.231 -0.059
N 0.351 0.245 0.018
N -0.251 -1.055 0.026
O 2.538 -0.417 0.026
```

Löwdin atomic charge list, values in e, 4 entries: atom 1 (C): -0.337, atom 2 (C): -0.171, atom 3 (C): -0.068, atom 4 (C): -0.085